The following is a DFT calculation (ωB97M-V with the def2-TZVPD basis set) of a structure of composition C28H46BrCaNOP2 in a non-equilibrium geometry.

Last column: Löwdin charge in e.
Geometry (Å):
N (4.142008, -1.291717, 4.146014)  0.07
C (2.924446, -1.304757, 4.677411)  -0.14
C (1.870864, -2.045425, 4.114223)  -0.01
C (2.071945, -2.658299, 2.852219)  -0.23
C (3.367914, -2.576772, 2.288437)  -0.01
C (4.392225, -1.951942, 3.016628)  -0.13
C (0.979260, -3.276434, 2.128685)  -0.05
Ca (-0.552874, -0.234000, 0.521889)  1.22
P (-2.188221, 0.878482, -1.533259)  0.86
C (1.028580, -3.681938, 0.812896)  -0.03
C (-0.155677, -3.641479, -0.043780)  -0.24
C (-0.107742, -3.884500, -1.443948)  0.00
C (-1.280436, -3.792150, -2.211412)  -0.09
C (-2.467862, -3.379419, -1.605564)  -0.59
C (-2.576186, -3.204119, -0.228024)  -0.11
C (-1.409792, -3.311394, 0.545724)  -0.08
Br (-3.997360, -3.002762, -2.753638)  0.90
H (0.047671, -3.371769, 2.706691)  0.11
H (1.970457, -4.048988, 0.372250)  0.13
H (0.905414, -2.159735, 4.625509)  0.11
H (3.584948, -2.986831, 1.306706)  0.10
H (2.788535, -0.736633, 5.592208)  0.11
H (5.415562, -1.999881, 2.641101)  0.12
H (0.843140, -4.168091, -1.925720)  0.13
H (-1.501954, -3.229209, 1.633814)  0.11
H (-1.292961, -4.008233, -3.282777)  0.12
H (-3.540252, -2.967804, 0.230289)  0.12
P (1.901185, 1.146690, -0.440225)  0.88
C (-3.730638, 0.386818, -0.642839)  -0.42
C (-4.920038, -0.129975, -1.427247)  -0.17
H (-4.059205, 1.235571, -0.026990)  0.09
H (-3.443025, -0.408121, 0.076256)  0.04
H (-5.750704, -0.385812, -0.750036)  0.09
H (-5.301108, 0.551947, -2.195739)  0.08
H (-4.638035, -1.069611, -1.927306)  -0.08
C (-2.024776, -0.235574, -2.985181)  -0.43
C (-2.750500, 0.010340, -4.315130)  -0.13
H (-2.365951, -1.223839, -2.640464)  -0.03
H (-0.941286, -0.360175, -3.166550)  0.06
H (-2.544842, -0.841038, -4.987451)  0.08
H (-3.841302, 0.061882, -4.194390)  0.07
H (-2.416090, 0.923103, -4.824872)  0.08
C (-2.325446, 2.569012, -2.182875)  -0.42
C (-3.725793, 3.048488, -2.545261)  -0.13
H (-1.648196, 2.691323, -3.043243)  0.09
H (-1.921640, 3.211721, -1.380733)  0.06
H (-3.679067, 4.101166, -2.855785)  0.09
H (-4.166225, 2.479583, -3.373895)  0.07
H (-4.406417, 2.977897, -1.689484)  0.07
C (2.258732, 2.966003, -0.437792)  -0.41
C (1.151678, 3.851068, -0.999902)  -0.15
H (3.186623, 3.095672, -1.022322)  0.10
H (2.459086, 3.246905, 0.610215)  0.07
H (1.490642, 4.897006, -1.009654)  0.09
H (0.861430, 3.598480, -2.027837)  0.06
H (0.233587, 3.797209, -0.391590)  0.06
C (2.130877, 0.864160, -2.258597)  -0.42
C (2.232173, -0.608834, -2.629135)  -0.15
H (3.034686, 1.409929, -2.560793)  0.09
H (1.266226, 1.331542, -2.756380)  0.07
H (2.393702, -0.714240, -3.707613)  0.09
H (3.066294, -1.117246, -2.135805)  0.07
H (1.323431, -1.167950, -2.366397)  0.04
C (3.604056, 0.648756, 0.111771)  -0.41
C (4.012450, 1.178504, 1.488142)  -0.15
H (4.310401, 1.018388, -0.654355)  0.10
H (3.626257, -0.453807, 0.109011)  0.06
H (4.980941, 0.746117, 1.777866)  0.08
H (4.121033, 2.268012, 1.516228)  0.07
H (3.280662, 0.908785, 2.264804)  0.06
C (-0.329423, 3.068107, 3.320320)  0.02
C (-0.210370, 1.592867, 3.455210)  -0.38
C (0.019014, 1.023263, 4.810070)  0.01
O (-0.275980, 0.818420, 2.443581)  -0.24
H (-0.372303, 3.516211, 4.321616)  0.10
H (-1.228808, 3.374302, 2.773402)  0.11
H (0.533698, 3.508900, 2.806116)  0.11
H (-0.512520, 0.076205, 4.934114)  0.10
H (1.090465, 0.823590, 4.962154)  0.10
H (-0.301290, 1.728073, 5.588419)  0.10

Atomic forces in eV per Å
N 0.4698 0.2397 0.2073
C -0.3219 -0.8189 -0.6844
C 0.0991 -0.1356 -0.5010
C 1.4974 0.1328 0.6607
C 0.0126 0.3318 0.7030
C -1.1331 -0.4055 -0.4170
C -0.3345 -0.5578 -1.1378
Ca 0.4474 -0.3041 -0.0081
P 0.2333 -0.5531 -0.3080
C 0.2993 0.2005 1.3172
C -0.9858 -0.3095 -0.2926
C -0.1928 -0.0714 0.4694
C 0.1397 0.3086 0.2333
C -0.5696 -0.1903 -0.5958
C 0.4282 0.3140 0.0356
C -0.3017 -0.0714 -0.5687
Br 0.8595 -1.7279 0.3058
H 0.2465 0.5525 -0.4890
H -0.3700 0.8545 0.0387
H 0.4316 0.1853 -0.2160
H -0.0032 -0.0609 0.1977
H 0.0338 -0.1113 0.0299
H -0.1874 0.2502 0.2364
H -0.5851 0.1249 0.3355
H -0.0169 0.0193 -0.4725
H 0.2025 0.1273 0.3827
H 0.3358 -0.1283 -0.1541
P 1.4749 0.5428 -0.6903
C -0.2961 0.4047 0.2609
C -0.4299 -0.6895 -0.4254
H 0.3206 -0.0022 0.0074
H -0.0136 0.2429 -0.1673
H 0.2502 0.2237 -0.1726
H 0.1728 0.0569 0.3003
H -0.3861 1.0265 0.3636
C 0.1214 -0.6363 -0.1529
C -0.1011 0.1100 -0.1692
H 0.3445 0.5156 0.0913
H -0.3212 0.1863 0.0049
H -0.0482 0.3806 0.2488
H 0.3092 0.0211 0.0438
H -0.0735 -0.1840 0.1663
C 0.0594 0.6985 0.3847
C -0.3341 0.1401 -0.2296
H -0.0765 -0.2752 0.2968
H -0.1098 -0.0836 -0.3575
H -0.0745 -0.2836 0.1053
H 0.1574 0.1011 0.1946
H 0.0989 0.0634 -0.1617
C -0.5020 0.0729 0.3194
C -0.2822 0.3265 -0.0171
H -0.2761 -0.0903 0.3408
H 0.0205 0.0004 -0.4539
H -0.2007 -0.2765 0.0025
H 0.2020 -0.0286 0.1783
H 0.3058 0.0366 -0.0904
C -0.4966 -0.0170 0.2174
C 0.0582 -0.2438 -0.2263
H -0.2287 -0.0911 0.0446
H 0.2838 -0.1262 -0.0346
H -0.1100 -0.0627 0.1822
H -0.0370 0.1732 -0.0147
H 0.0135 0.0888 -0.0803
C -0.1316 -0.3595 0.1165
C 0.0354 -0.1220 0.2830
H -0.3197 -0.2518 0.2186
H 0.1917 0.3310 0.0083
H -0.3282 0.1536 -0.0145
H 0.0358 -0.2317 -0.1409
H 0.1831 -0.0600 -0.1464
C -0.1205 0.5574 0.4443
C 0.1340 -1.5371 -1.7118
C -0.2565 0.0421 0.4109
O -0.1501 1.6200 1.9596
H 0.0082 -0.0287 -0.3948
H 0.1549 -0.2550 -0.0443
H -0.0578 -0.2922 -0.0598
H 0.1322 0.0717 -0.1128
H -0.1721 0.1050 -0.2049
H 0.1318 -0.2599 -0.2290

Results
orbital gap	7.33	eV
charge	+2
max |F|	0.050	Eh/bohr
energy	-140366.2125	eV
relative energy (zero: lowest compared OMol25 entry of this formula, charge and spin)	85.3	kJ/mol